A cluster of 2 separate species, C19H14N5O11 in total, computed with the ωB97M-V functional and the def2-TZVPD basis.

Structure (XYZ):
```
49
C19H14N5O11 (the ωB97M-V functional and the def2-TZVPD basis)
C 3.542 -3.699 -3.412
O 2.155 -3.927 -3.075
C 1.636 -3.309 -1.987
C 0.244 -3.475 -1.764
C -0.399 -2.720 -0.820
C 0.296 -1.729 -0.055
C -0.403 -0.809 0.776
C 0.316 0.165 1.592
O 1.338 0.747 1.265
O -0.236 0.470 2.808
C -1.373 -0.323 3.232
C -0.975 -1.719 3.684
C -2.047 0.473 4.340
O -2.322 -0.366 2.150
C -1.850 -0.885 0.965
O -2.664 -1.311 0.164
C 1.726 -1.729 -0.158
C 2.384 -2.495 -1.098
H 3.662 -4.228 -4.359
H 3.752 -2.625 -3.540
H 4.210 -4.124 -2.648
H -0.309 -4.188 -2.379
H -1.475 -2.812 -0.672
H -0.437 -2.277 2.910
H -0.338 -1.630 4.571
H -1.887 -2.266 3.952
H -2.262 1.481 3.968
H -2.979 -0.026 4.615
H -1.368 0.532 5.195
H 2.289 -1.085 0.519
H 3.474 -2.435 -1.164
O 0.120 6.564 -1.453
N 0.442 5.395 -1.521
C 0.016 4.200 -0.962
C 0.834 3.180 -1.477
N 1.813 3.697 -2.281
O 1.589 5.034 -2.293
C 0.438 1.794 -1.363
N 1.177 0.755 -2.074
O 2.417 0.724 -2.040
O 0.471 -0.082 -2.684
C -0.791 1.474 -0.761
C -1.558 2.520 -0.235
N -2.904 2.507 0.170
O -3.702 1.605 0.331
O -3.309 3.853 0.279
N -2.273 4.710 -0.013
C -1.219 3.893 -0.317
H -1.263 0.502 -0.881
```

Results
- Net charge: -1
- E: -49892.8629 eV
- Largest force on an atom: 2.976 eV/Å


A structure of composition C19H15BrCsN4O3, computed with the ωB97M-V functional and the def2-TZVPD basis.

Structure (XYZ):
```
43
C19H15BrCsN4O3 (the ωB97M-V functional and the def2-TZVPD basis)
Cs 2.634 -0.716 0.867
Br -0.657 3.277 6.249
C -0.131 1.966 4.953
C 0.413 0.754 5.388
C 0.722 -0.196 4.463
C 0.454 -0.055 3.055
O 0.665 -1.004 2.268
C -0.058 1.242 2.649
C -0.327 1.597 1.293
N -0.412 0.790 0.300
C -0.822 1.196 -0.936
C -1.840 2.126 -1.121
C -2.273 2.499 -2.393
C -1.678 1.983 -3.514
C -0.642 1.038 -3.386
C 0.051 0.514 -4.497
C 0.996 -0.455 -4.306
C 1.226 -0.918 -3.000
N 0.650 -0.409 -1.945
C -0.249 0.579 -2.097
C -0.323 2.218 3.621
H 0.575 0.578 6.444
H 1.130 -1.145 4.786
H -0.467 2.683 1.132
H -2.319 2.561 -0.253
H -3.070 3.226 -2.484
H -1.991 2.296 -4.500
H -0.172 0.888 -5.487
H 1.546 -0.870 -5.137
H 1.910 -1.739 -2.822
H -0.737 3.171 3.314
C -1.870 -4.618 -0.079
C -0.706 -3.706 -0.445
N -0.915 -2.409 -0.182
O 0.289 -4.119 -1.012
H -2.554 -4.644 -0.926
H -2.405 -4.246 0.788
H -1.520 -5.629 0.110
H -1.624 -2.095 0.456
H -0.188 -1.737 -0.396
O 6.331 1.963 -0.848
C 5.556 1.172 -0.404
N 4.801 0.392 0.033
```

Results
- Net charge: -1
- E: -102643.0470 eV
- Largest force on an atom: 2.095 eV/Å
- ΔE to the lowest compared entry with this formula, charge and spin: 113.5 kJ/mol


An isolated molecule of C19H15BrFNO5S, computed with the ωB97M-V functional and the def2-TZVPD basis.

Structure (XYZ):
```
43
C19H15BrFNO5S (the ωB97M-V functional and the def2-TZVPD basis)
C 1.695 -0.604 2.517
C 0.956 0.534 1.874
C 0.440 1.469 2.759
C 0.425 1.432 4.339
C 1.726 2.071 4.895
O 1.827 2.301 6.115
O 2.458 2.708 3.971
C -0.150 2.651 2.166
C -0.226 2.775 0.773
C -0.780 3.915 0.351
C -0.867 4.099 -1.041
C -0.278 3.263 -1.984
F -0.430 3.552 -3.314
C 0.370 2.097 -1.463
C 0.382 1.858 -0.063
C 0.944 0.697 0.427
O 1.452 -0.346 -0.317
C 0.586 -1.171 -1.039
N 0.999 -1.372 -2.324
C 0.198 -1.997 -3.207
C -0.827 -2.700 -2.804
S -1.692 -3.657 -4.030
C -1.388 -5.354 -3.734
O -0.989 -3.416 -5.318
O -3.200 -3.475 -3.912
C -1.319 -2.587 -1.456
C -0.643 -1.797 -0.544
Br -1.283 -1.603 1.251
H 2.740 -0.271 2.898
H 1.730 -1.464 2.059
H 1.376 -0.754 3.579
H -0.434 1.911 4.750
H 0.299 0.438 4.821
H 2.040 2.553 3.157
H -0.580 3.448 2.866
H -1.128 4.722 1.068
H -1.350 5.009 -1.418
H 0.709 1.255 -2.192
H 0.442 -1.965 -4.259
H -0.316 -5.528 -3.655
H -1.979 -5.714 -2.872
H -1.730 -5.914 -4.586
H -2.205 -3.071 -1.103
```

Results
- Net charge: 0
- SMILES: Cc1c(CC(=O)O)cc2ccc(F)cc2c1Oc1ncc(S(C)(=O)=O)cc1Br
- E: -115265.6996 eV
- Largest force on an atom: 6.887 eV/Å
- ΔE to the lowest compared entry with this formula, charge and spin: 264.8 kJ/mol


A structure of composition C19H15Cl5N5OPtS2, computed with the ωB97M-V functional and the def2-TZVPD basis.

Structure (XYZ):
```
48
C19H15Cl5N5OPtS2 (the ωB97M-V functional and the def2-TZVPD basis)
Pt -1.006 0.501 0.423
Cl 4.062 -4.519 2.481
C 3.006 -3.391 1.732
C 2.179 -2.577 2.499
Cl 2.233 -2.694 4.211
C 1.313 -1.667 1.893
Cl 0.355 -0.642 2.903
C 1.229 -1.561 0.496
O 0.443 -0.745 -0.186
C 2.106 -2.367 -0.252
Cl 2.099 -2.177 -1.970
C 2.973 -3.271 0.344
Cl 4.006 -4.237 -0.626
N 0.513 4.221 1.251
C 1.776 3.740 0.927
C 3.029 4.342 0.949
C 4.089 3.559 0.544
C 3.910 2.229 0.126
C 2.668 1.635 0.103
C 1.590 2.415 0.521
N 0.236 2.126 0.618
C -0.362 3.218 1.047
C -1.802 3.172 1.223
C -2.717 4.084 1.628
S -4.279 3.396 1.597
C -3.639 1.919 1.063
N -2.344 1.936 0.903
H 0.295 5.145 1.581
H 3.168 5.367 1.264
H 5.085 3.980 0.545
H 4.774 1.659 -0.189
H 2.523 0.620 -0.233
H -2.561 5.106 1.930
H -4.233 1.039 0.871
C -4.023 -3.465 -2.598
N -3.708 -2.522 -1.528
C -2.560 -1.922 -1.207
S -2.556 -1.216 0.388
N -1.474 -1.894 -1.951
C -1.288 -2.309 -3.338
H -5.085 -3.679 -2.532
H -3.474 -4.400 -2.483
H -3.830 -3.040 -3.578
H -4.418 -2.411 -0.822
H -0.662 -1.474 -1.496
H -1.626 -3.324 -3.514
H -0.221 -2.279 -3.535
H -1.791 -1.627 -4.024
```

Results
- Net charge: +1
- E: -116971.1758 eV
- Largest force on an atom: 0.181 eV/Å
- ΔE to the lowest compared entry with this formula, charge and spin: 8.6 kJ/mol


Question: Which value of net charge does entry 4 give?
Answer: +1


Question: Among the records above, which one has the lowest largest force on an atom?
Answer: C19H15Cl5N5OPtS2


Question: E of number 4 (C19H15Cl5N5OPtS2)?
Answer: -116971.1758 eV


Question: Which value of E does entry 3 give?
Answer: -115265.6996 eV